1.
{
  "formula": "C18H31ClNO5ReSi2",
  "method": "ωB97M-V/def2-TZVPD",
  "s_squared": 0.758,
  "multiplicity": 2,
  "relative_energy_kj_mol": 135.1,
  "gap_ev": [7.77, 7.44],
  "e_homo_ev": [-11.890, -11.562],
  "largest_force_ha_per_bohr": 0.011,
  "total_charge": 1,
  "elements": ["Re", "Cl", "Si", "Si", "O", "O", "O", "O", "O", "N", "C", "C", "C", "C", "C", "C", "C", "C", "C", "C", "C", "C", "C", "C", "C", "C", "C", "C", "H", "H", "H", "H", "H", "H", "H", "H", "H", "H", "H", "H", "H", "H", "H", "H", "H", "H", "H", "H", "H", "H", "H", "H", "H", "H", "H", "H", "H", "H", "H"],
  "xyz": [[-0.2838, 0.0241, 0.0729], [-1.5356, 1.2292, -3.2358], [2.5452, 0.8531, -1.6842], [2.6828, 0.7780, 1.5817], [-1.8449, 0.7405, 0.9627], [0.0479, 2.0946, 0.3918], [-1.1488, -1.1533, -1.1120], [-3.3690, -1.0392, -1.3733], [-3.1998, 2.3919, 1.6162], [0.7202, -1.7714, 0.3739], [-1.4101, 3.9372, -0.2508], [-2.2902, -0.9087, -1.8465], [2.6533, -3.6212, -0.0010], [1.9515, -0.2424, -3.0750], [-1.9985, -0.4974, -3.2697], [1.8715, 0.1343, -0.0475], [3.0261, 2.6191, 1.4971], [-0.5646, 3.7112, 2.1223], [1.9399, -1.3551, 0.0235], [4.3188, -0.0837, 1.8442], [1.3772, -4.0184, 0.3878], [2.9495, -2.2836, -0.1972], [-1.0168, 2.9936, 0.8662], [1.5688, 0.3460, 3.0222], [1.8914, 2.5925, -1.9652], [4.4133, 0.9091, -1.6718], [-2.1471, 2.0289, 1.1965], [0.4053, -3.0577, 0.5518], [0.8699, -0.3728, -3.0311], [2.3760, 2.9882, -2.8617], [4.8619, -0.0602, -1.4482], [-1.4235, 4.2412, 2.5320], [3.6882, 2.8653, 2.3310], [0.5726, 0.7925, 2.9734], [4.8015, 1.6296, -0.9487], [-1.6673, 3.3903, -1.1588], [-0.2002, 3.0135, 2.8764], [2.1955, 0.2003, -4.0426], [2.1458, 3.2519, 1.6091], [-1.1591, -1.0514, -3.6795], [-0.6201, -3.2793, 0.8127], [0.7712, 2.5557, -0.0582], [3.4223, -4.3677, -0.1500], [-0.5978, 4.6350, -0.4616], [5.0410, 0.1302, 1.0550], [3.9354, -1.9622, -0.4992], [2.1320, 3.3064, -1.1702], [3.5503, 2.9117, 0.5849], [2.0289, 0.6835, 3.9544], [1.4424, -0.7363, 3.1036], [-2.8849, -0.6098, -3.8838], [0.2140, 4.4397, 1.8947], [-2.2805, 4.5074, 0.0701], [4.7742, 1.2106, -2.6578], [2.4099, -1.2329, -3.0392], [0.8184, 2.6035, -2.1626], [4.2174, -1.1646, 1.9375], [4.7436, 0.2842, 2.7816], [1.1398, -5.0597, 0.5463]],
  "forces_ev_per_a": [[0.288, 0.385, -0.324], [-0.026, 0.034, -0.048], [-0.006, -0.038, 0.002], [0.022, 0.063, -0.057], [0.247, -0.302, 0.326], [-0.027, -0.064, 0.060], [0.017, -0.015, -0.015], [0.006, -0.049, -0.041], [0.007, -0.006, 0.018], [-0.408, -0.062, 0.207], [-0.032, -0.023, -0.016], [-0.044, 0.062, -0.077], [0.077, -0.014, -0.022], [0.022, -0.039, 0.026], [0.050, -0.025, 0.061], [-0.151, -0.021, 0.091], [0.011, 0.017, 0.021], [-0.011, 0.035, -0.002], [0.230, -0.067, -0.041], [0.000, 0.033, -0.027], [-0.078, -0.041, 0.027], [-0.005, 0.066, -0.015], [0.035, -0.081, 0.106], [-0.039, 0.006, -0.006], [0.040, 0.012, -0.007], [0.024, 0.035, 0.056], [-0.119, 0.083, -0.151], [-0.033, 0.004, -0.010], [-0.011, 0.020, -0.016], [-0.009, -0.007, 0.000], [-0.003, -0.004, -0.016], [0.006, 0.008, 0.009], [0.007, 0.009, 0.012], [0.015, -0.011, -0.001], [0.007, -0.022, -0.013], [-0.020, 0.002, 0.022], [-0.006, -0.004, -0.027], [0.001, 0.005, -0.006], [-0.013, -0.022, -0.011], [-0.029, -0.043, -0.028], [0.004, -0.013, 0.003], [-0.023, 0.051, -0.088], [0.007, 0.000, -0.005], [0.006, -0.003, -0.013], [-0.004, -0.009, -0.008], [0.007, -0.002, -0.002], [0.021, 0.008, -0.005], [0.007, -0.031, 0.041], [0.009, 0.014, -0.007], [-0.013, -0.004, -0.004], [-0.023, 0.057, 0.030], [0.002, 0.009, -0.003], [-0.004, 0.000, -0.012], [-0.018, 0.010, -0.015], [0.019, 0.005, 0.010], [-0.041, 0.003, -0.023], [0.000, -0.015, 0.026], [0.008, 0.001, 0.005], [-0.007, -0.002, 0.003]]
}

---

2.
{
  "formula": "C39H38Cl2FN7O5RuS3",
  "method": "ωB97M-V/def2-TZVPD",
  "s_squared": 0.795,
  "multiplicity": 2,
  "relative_energy_kj_mol": 255.4,
  "gap_ev": [5.99, 6.00],
  "e_homo_ev": [-9.148, -9.149],
  "largest_force_ha_per_bohr": 0.056,
  "total_charge": 1,
  "elements": ["Ru", "Cl", "Cl", "S", "S", "S", "F", "O", "O", "O", "O", "O", "N", "N", "N", "N", "N", "N", "N", "C", "C", "C", "C", "C", "C", "C", "C", "C", "C", "C", "C", "C", "C", "C", "C", "C", "C", "C", "C", "C", "C", "C", "C", "C", "C", "C", "C", "C", "C", "C", "C", "C", "C", "C", "C", "C", "C", "C", "H", "H", "H", "H", "H", "H", "H", "H", "H", "H", "H", "H", "H", "H", "H", "H", "H", "H", "H", "H", "H", "H", "H", "H", "H", "H", "H", "H", "H", "H", "H", "H", "H", "H", "H", "H", "H", "H"],
  "xyz": [[0.1659, 0.0054, 0.3895], [0.4411, 5.1768, -1.9527], [0.9586, -0.1847, -2.1882], [0.2368, 2.4561, -0.5208], [-0.0249, 0.5474, 3.8745], [1.5585, -2.3583, 0.8345], [-2.9966, 5.7199, 0.7475], [-3.3340, -2.4620, -1.0309], [-1.8314, 0.8166, 0.9917], [-1.4528, -1.3598, -0.7133], [-1.3698, 0.9856, 3.6505], [0.7161, 1.1956, 4.9268], [0.7737, 0.6326, 2.4427], [2.4749, 0.4682, 0.9949], [1.1058, -4.9971, 0.4017], [-0.3235, -3.6902, -0.5977], [-5.6263, 5.8384, -0.2877], [-5.5302, 1.0263, -0.6622], [-6.9802, 8.2665, -0.7052], [0.7468, -3.7067, 0.2082], [-5.5740, 3.4328, -0.3751], [3.0640, 0.5121, 3.3171], [-2.9563, 3.3665, 0.5584], [-3.5887, 2.1764, 0.1949], [4.7435, 0.2087, 1.6308], [0.2277, -5.7898, -0.2976], [4.3822, 0.3307, 2.9708], [-0.6571, -4.9722, -0.9165], [-0.0351, -1.2195, 4.1765], [0.7334, 2.5128, -2.1811], [1.3693, 1.4606, -4.2805], [-3.4883, -0.1866, -0.3836], [1.1896, 3.8543, -4.1645], [-7.5057, 0.0332, -1.9275], [-0.6378, -3.4439, 3.5480], [3.7469, 0.3051, 0.6767], [-5.8880, 7.8122, -1.6145], [2.1027, 0.5487, 2.2920], [0.8210, 3.7549, -2.8379], [-0.6655, -2.0791, 3.2972], [-4.9179, 2.2032, -0.2786], [0.6420, -3.0641, 5.5367], [-7.4458, 1.4908, -2.2644], [-7.6577, 7.1063, -0.0580], [1.4556, 2.7016, -4.8875], [-2.7272, -1.4496, -0.7160], [-2.8648, 0.9075, 0.3175], [0.0258, -3.9539, 4.6609], [-4.9301, 4.6219, -0.0637], [-3.6162, 4.5633, 0.4141], [-6.6158, 6.2564, 0.6760], [-4.8976, 6.9717, -0.8068], [0.6196, -1.7028, 5.2923], [-4.7811, -0.0960, -0.7757], [2.2246, -5.4295, 1.1927], [-6.9352, 0.9997, -0.9383], [1.0305, 1.3709, -2.9413], [0.1002, -5.4290, 4.9322], [2.0607, -5.1993, 2.2474], [-0.5996, -5.7089, 5.7197], [-6.5709, 8.8630, 0.0272], [-1.4801, -5.1929, -1.5628], [-8.4278, 7.4652, 0.6273], [-7.6671, 8.8272, -1.2214], [-6.3332, 7.2035, -2.4035], [-0.1389, -6.0135, 4.0465], [3.1237, -4.8996, 0.8739], [-5.2346, -0.9807, -1.1962], [-6.7143, 1.8026, -2.9935], [-8.4625, -0.4060, -1.6944], [5.1337, 0.2792, 3.7447], [-1.1458, -4.1233, 2.8763], [-8.1244, 6.5065, -0.8422], [-0.8599, -2.8036, -0.8047], [-6.1695, 6.8373, 1.5039], [2.7372, 0.6307, 4.3366], [1.2633, 4.8268, -4.6244], [-1.1767, -1.6796, 2.4250], [1.1376, -3.4400, 6.4199], [-1.9535, 3.3262, 0.9582], [-8.3647, 2.0536, -2.2929], [2.3624, -6.5025, 1.0725], [-6.8462, -0.6308, -2.4611], [-4.4409, 7.5901, -0.0167], [1.0990, -5.6946, 5.2754], [1.5547, 0.5578, -4.8374], [-4.1040, 6.6239, -1.4678], [-5.4005, 8.6808, -2.0574], [-7.1022, 5.3803, 1.1062], [5.7688, 0.0427, 1.3429], [-6.5890, 3.4815, -0.7337], [1.7278, 2.7743, -5.9266], [3.9603, 0.2422, -0.3826], [0.2876, -6.8563, -0.2880], [-7.5243, 1.2195, -0.0534], [1.1009, -1.0068, 5.9610]],
  "forces_ev_per_a": [[1.827, 2.025, 0.949], [-0.080, 0.465, 0.145], [-0.016, -0.528, -0.023], [-0.290, -1.343, 1.211], [-0.366, -0.477, -0.043], [-0.157, 1.097, 0.173], [-0.122, -0.118, -0.012], [-0.354, -0.146, -0.075], [0.929, 0.082, -0.489], [0.845, 0.596, 0.367], [0.138, -0.180, -0.124], [0.121, -0.266, -0.384], [-1.885, -0.125, -1.489], [-2.098, -0.158, 0.342], [-0.453, 0.610, -0.229], [0.281, -0.038, 0.274], [0.128, 0.073, 0.116], [0.307, -0.430, -0.256], [-0.198, 0.352, 0.026], [-0.130, 0.222, -0.107], [0.024, 0.173, 0.064], [0.048, 0.021, -0.051], [-0.162, 0.258, 0.052], [-0.246, 0.071, 0.236], [-0.179, 0.081, -0.253], [-0.497, -0.168, -0.390], [-0.213, 0.012, -0.046], [0.018, -0.544, 0.007], [0.071, 0.645, 0.130], [0.015, -0.510, -0.129], [-0.047, -0.143, 0.156], [0.730, 0.045, 0.066], [0.005, -0.171, 0.018], [0.032, -0.005, 0.007], [-0.009, 0.108, 0.063], [0.664, -0.262, -0.212], [0.831, -0.217, -0.339], [1.491, -0.050, 0.187], [0.055, -0.680, -0.021], [-0.320, -0.057, -0.111], [0.443, 0.273, 0.296], [-0.059, 0.015, -0.135], [-0.082, 0.066, -0.041], [-0.258, -0.745, 0.648], [-0.024, 0.056, 0.064], [-0.378, 0.072, 0.024], [-0.619, -0.480, -0.476], [0.076, 0.097, -0.010], [0.089, -0.478, 0.003], [0.092, -0.214, 0.022], [-0.164, 0.068, -0.129], [-0.210, 0.065, -0.273], [0.088, -0.012, 0.167], [0.138, 0.046, 0.192], [0.435, 0.033, 0.368], [-0.442, 0.098, -0.051], [-0.082, 1.020, -0.086], [-0.069, 0.063, 0.041], [-0.037, -0.012, -0.043], [-0.043, -0.058, 0.027], [-0.155, -0.067, -0.206], [-0.203, -0.086, -0.041], [0.102, 0.163, -0.121], [0.198, -0.035, 0.166], [-0.070, 0.111, 0.120], [-0.011, -0.046, -0.050], [-0.026, -0.103, -0.003], [-0.153, 0.009, 0.046], [0.155, -0.023, -0.023], [-0.059, 0.017, 0.086], [0.072, -0.010, 0.055], [0.004, -0.038, -0.119], [0.077, 0.190, -0.006], [0.195, -0.166, 0.057], [-0.066, -0.056, -0.024], [0.132, -0.060, 0.042], [-0.015, 0.096, -0.038], [-0.012, -0.113, 0.126], [0.109, -0.049, 0.060], [0.046, 0.035, -0.010], [-0.129, 0.065, 0.078], [-0.038, 0.078, -0.050], [0.113, -0.009, -0.044], [0.033, -0.053, -0.071], [0.026, -0.094, -0.012], [0.090, -0.132, -0.103], [-0.013, 0.123, 0.014], [-0.147, 0.079, 0.097], [-0.058, 0.121, -0.016], [0.059, 0.083, -0.105], [-0.076, 0.008, -0.138], [0.055, -0.019, -0.152], [0.057, -0.066, -0.027], [0.100, -0.255, -0.020], [-0.068, -0.042, -0.093], [0.044, 0.053, 0.106]]
}

---

3.
{
  "formula": "C5H14N3",
  "method": "ωB97M-V/def2-TZVPD",
  "multiplicity": 1,
  "relative_energy_kj_mol": 1077.3,
  "gap_ev": 4.45,
  "e_homo_ev": -13.123,
  "largest_force_ha_per_bohr": 0.151,
  "total_charge": 1,
  "elements": ["N", "N", "N", "C", "C", "C", "C", "C", "H", "H", "H", "H", "H", "H", "H", "H", "H", "H", "H", "H", "H", "H"],
  "xyz": [[-2.4431, -4.1149, -0.1804], [2.2698, 0.7205, 1.0362], [0.4137, -0.8363, 1.4060], [0.9749, 1.0492, -1.5370], [-0.7779, -0.7912, 0.4472], [0.6950, 3.3200, -0.3561], [1.0290, 0.3725, 1.2939], [0.1805, 2.3292, -1.2864], [0.6126, 0.6706, -2.5961], [0.6132, -1.3854, 2.3313], [2.0463, 1.2792, -1.6723], [0.3123, 1.1968, 1.4360], [2.9648, 0.2009, 1.4875], [-3.0694, -4.1754, -0.9470], [0.0300, 4.1953, -0.1861], [-3.0572, -4.3442, 0.6116], [0.8203, 0.1811, -0.8299], [-2.0202, -3.1399, -0.1000], [-0.9188, 2.3775, -1.4739], [-0.7753, -1.8938, -0.0262], [-1.6221, -0.5696, 1.1353], [1.7217, 3.3580, 0.0066]],
  "forces_ev_per_a": [[0.836, 1.047, 1.313], [-4.133, 0.818, 1.775], [-1.344, -0.694, 0.167], [-1.556, 1.212, -3.817], [3.410, -6.031, 3.553], [-2.095, -1.559, -3.288], [2.364, 3.292, 0.661], [1.621, 1.018, 4.317], [0.658, 0.309, 2.100], [-0.245, -0.152, -2.964], [-0.391, -0.359, 0.698], [-0.207, 0.275, -1.383], [1.633, -2.149, -0.298], [-0.283, 0.323, -1.158], [0.672, -0.727, 0.153], [0.740, 0.501, -0.050], [-0.447, 0.367, -0.312], [-1.494, -2.022, -0.110], [1.143, -0.028, -0.307], [-0.345, 2.862, 0.651], [-0.263, 1.970, -1.576], [-0.273, -0.273, -0.125]]
}

---

4.
{
  "formula": "C9H31O6",
  "method": "ωB97M-V/def2-TZVPD",
  "multiplicity": 1,
  "relative_energy_kj_mol": 0.0,
  "gap_ev": 10.01,
  "e_homo_ev": -12.656,
  "largest_force_ha_per_bohr": 0.026,
  "total_charge": 1,
  "elements": ["O", "O", "O", "O", "O", "O", "C", "C", "C", "C", "C", "C", "C", "C", "C", "H", "H", "H", "H", "H", "H", "H", "H", "H", "H", "H", "H", "H", "H", "H", "H", "H", "H", "H", "H", "H", "H", "H", "H", "H", "H", "H", "H", "H", "H", "H"],
  "xyz": [[-3.0989, 0.5306, 1.3653], [1.8373, -2.1601, 0.7842], [0.2798, -0.3082, -0.1832], [0.6025, 0.2258, -2.6482], [-1.4098, 2.2076, -3.1800], [1.2436, 1.5624, 1.3462], [-1.3175, 3.3246, -2.2568], [0.1329, 3.5204, -1.8626], [3.4883, -3.2781, -0.6245], [-2.7553, -0.8605, 1.2820], [-1.7815, -1.1071, 2.4119], [4.1318, -2.2406, 1.5609], [-4.0155, -1.6910, 1.4165], [-2.2114, 3.0567, -1.0689], [3.2273, -2.1485, 0.3531], [1.8875, 2.1597, 0.9482], [-2.1549, 3.8360, -0.3099], [3.4366, -4.2416, -0.1147], [-2.2039, -0.7733, 3.3580], [-3.7870, 0.6832, 2.0197], [-4.7966, -1.2489, 0.7946], [3.3036, -1.1664, -0.1207], [5.1748, -2.1337, 1.2619], [3.9473, -1.5372, 2.3724], [1.6973, -2.8718, 1.4183], [1.2061, 0.0371, -3.3723], [1.4768, 1.5065, 2.2795], [0.7823, 3.5893, -2.7338], [0.5659, 0.4798, 0.3900], [-1.6858, 4.2263, -2.7546], [-2.2367, 2.3093, -3.6600], [2.7215, -3.2566, -1.3987], [-0.0075, 0.9158, -2.9674], [4.0057, -3.2409, 1.9909], [-3.2468, 3.0631, -1.4165], [-3.8663, -2.7451, 1.1887], [0.4664, 2.7911, -1.1238], [0.1922, 4.5046, -1.3862], [0.8786, -1.0834, 0.0295], [-1.9670, 2.0786, -0.6552], [-2.3311, -0.9602, 0.2854], [4.4850, -3.1912, -1.0530], [0.3970, -0.0781, -1.1759], [-1.4063, -2.1333, 2.4792], [-0.8601, -0.5212, 2.3005], [-4.4282, -1.6313, 2.4302]],
  "forces_ev_per_a": [[0.126, 0.434, -0.584], [0.082, 0.118, -0.222], [0.145, 0.460, -0.405], [-0.129, 0.224, -0.053], [0.354, 0.347, 0.210], [0.144, 0.145, -0.136], [-0.001, -0.054, 0.063], [-0.297, 0.838, -0.013], [-0.245, 0.202, 0.084], [-0.662, 0.664, 0.877], [1.288, -0.249, -0.134], [0.227, -0.382, 0.234], [-0.424, 0.146, 0.142], [-0.326, 0.007, -0.258], [-0.183, 0.195, 0.440], [-0.034, 0.048, 0.027], [0.248, -0.046, 0.068], [-0.051, 0.007, 0.031], [-0.214, -0.305, 0.055], [-0.010, -0.229, 0.081], [0.121, -0.318, -0.327], [0.229, -0.094, -0.146], [-0.004, -0.079, -0.003], [-0.241, 0.248, -0.282], [-0.122, -0.027, -0.061], [0.090, -0.129, 0.121], [-0.137, -0.092, 0.025], [0.092, -0.344, 0.018], [0.009, -0.401, 0.038], [0.227, -0.037, -0.208], [-0.002, -0.267, -0.084], [0.191, -0.085, -0.168], [-0.360, 0.112, -0.093], [0.179, 0.020, 0.000], [-0.043, -0.269, 0.145], [-0.025, 0.025, -0.140], [0.080, -0.194, -0.202], [0.063, -0.140, 0.113], [-0.045, -0.290, 0.587], [-0.162, 0.051, 0.256], [0.217, -0.225, 0.046], [-0.037, 0.046, -0.143], [0.042, -0.121, 0.001], [-0.466, -0.124, 0.115], [-0.240, 0.197, -0.211], [0.306, -0.033, 0.091]]
}